16
Properties=species:S:1:pos:R:3:forces:R:3 method="wB97M-V/def2-TZVPD" e_lumo_ha="-0.027 / -0.027" e_above_lowest_kj_mol=386.88 gap_ev="7.4 / 7.4" largest_force_ev_per_a=0.45 total_charge=0
C -0.109537 0.459042 -1.404606 0.0 0.0 0.0
C 0.677021 0.235239 -0.116258 -0.1 0.0 0.0
C 1.002843 1.575245 0.564737 0.0 0.1 0.1
C 0.097960 -0.679434 0.920698 0.1 0.0 0.0
C -0.914639 -1.590398 0.902690 0.0 0.1 -0.1
C -1.707902 -1.839365 -0.265087 0.1 -0.2 0.4
H 0.450244 1.149342 -2.047320 -0.1 -0.1 0.1
H -1.086000 0.901247 -1.185014 0.1 -0.1 0.0
H -0.302904 -0.471739 -1.937210 0.0 0.1 0.1
H 1.642425 -0.236883 -0.371924 -0.1 0.1 0.0
H 1.619237 1.437036 1.460406 -0.1 0.0 -0.1
H 1.543125 2.232940 -0.123037 -0.1 -0.1 0.1
H 0.077709 2.082152 0.862000 0.1 0.0 0.0
H -1.030004 -2.149626 1.838062 -0.1 0.1 -0.1
H 0.647410 -0.613639 1.865285 0.0 0.0 -0.1
H -2.295436 -2.756549 -0.042855 0.1 0.2 -0.1